Record 1
Below is a molecular structure, C25H20ClCoF6NO9PS2 in a non-equilibrium geometry, with properties calculated with wB97M-V/def2-TZVPD.

Results
LUMO (spin up / spin down)	-1.5095 / -1.5087	eV
total energy	-5276.50263	a.u.
largest force on an atom	1.01	eV/A
HOMO-LUMO gap (spin up / spin down)	6.93 / 6.93	eV

Last column: Löwdin charge in e.
Geometry (Å):
Co  -0.86  -0.56  -0.84  0.536
O  -2.94  -0.59  -4.20  0.110
C  -2.30  -0.24  -3.25  -0.633
O  -2.01  -1.01  -2.22  -0.097
C  -1.72  1.18  -3.12  -0.165
P  -0.16  0.95  -2.25  1.132
C  1.11  0.42  -3.41  -0.314
C  1.62  -0.87  -3.42  -0.047
C  2.56  -1.24  -4.37  -0.053
C  2.99  -0.32  -5.31  -0.063
C  2.48  0.98  -5.31  -0.067
C  1.54  1.34  -4.36  -0.084
C  0.41  2.53  -1.58  -0.330
C  1.76  2.70  -1.29  -0.069
C  2.21  3.89  -0.74  -0.058
C  1.30  4.91  -0.47  -0.067
C  -0.04  4.74  -0.74  -0.067
C  -0.50  3.55  -1.29  -0.075
H  -2.39  1.73  -2.45  0.097
H  -1.65  1.70  -4.08  0.110
H  1.28  -1.61  -2.70  0.083
H  2.95  -2.24  -4.37  0.112
H  3.72  -0.61  -6.06  0.109
H  2.81  1.69  -6.05  0.109
H  1.16  2.36  -4.36  0.114
H  2.46  1.90  -1.49  0.120
H  3.26  4.01  -0.52  0.112
H  1.66  5.84  -0.04  0.110
H  -0.75  5.53  -0.53  0.111
H  -1.55  3.42  -1.49  0.106
F  0.41  -6.12  -1.15  0.164
C  0.71  -4.88  -1.50  -0.680
F  1.83  -4.51  -0.89  0.145
F  0.89  -4.82  -2.82  0.149
S  -0.67  -3.75  -1.04  0.666
O  -0.07  -2.44  -1.33  -0.365
O  -1.80  -4.14  -1.80  -0.211
N  -0.79  -4.06  0.50  -0.263
S  -0.85  -2.89  1.54  0.652
O  -1.44  -3.29  2.77  -0.217
O  -1.37  -1.66  0.93  -0.301
C  0.93  -2.60  1.99  -0.662
F  1.46  -3.77  2.35  0.151
F  1.64  -2.11  0.98  0.144
F  0.99  -1.76  3.02  0.157
C  0.76  0.51  5.56  -0.025
C  -0.58  0.06  5.04  -0.203
C  -1.37  -0.83  5.74  -0.057
C  -2.59  -1.25  5.23  -0.668
Cl  -3.55  -2.37  6.14  0.667
C  -3.05  -0.78  4.01  -0.099
C  -2.26  0.11  3.29  -0.012
C  -1.04  0.52  3.80  -0.221
O  -0.19  1.39  3.15  -0.014
C  -0.63  1.98  1.97  -0.077
C  -0.62  1.02  0.81  -0.566
O  -1.65  0.86  0.07  -0.033
O  0.39  0.35  0.49  0.022
H  0.93  0.11  6.56  0.081
H  0.81  1.60  5.60  0.085
H  1.57  0.18  4.91  0.082
H  -1.03  -1.22  6.69  0.114
H  -3.99  -1.12  3.62  0.116
H  -2.61  0.44  2.32  0.108
H  0.09  2.77  1.73  0.145
H  -1.63  2.43  2.06  0.147

---

Record 2
Below is a single C4H5ClF2O molecule in a non-equilibrium geometry, with properties calculated with wB97M-V/def2-TZVPD.

Results
LUMO	0.4885	eV
total energy	-890.42573	a.u.
largest force on an atom	6.10	eV/A
HOMO-LUMO gap	10.37	eV
SMILES	O[C@]1(CCl)[C@H](F)[C@@H]1F
relative energy (zero: lowest compared OMol25 entry of this formula, charge and spin)	3.727	eV

Last column: Löwdin charge in e.
Geometry (Å):
O  0.10  -0.16  1.77  -0.030
C  0.06  -0.17  0.43  -0.655
C  1.35  -0.61  -0.31  -0.630
Cl  2.42  0.52  0.30  0.718
C  -0.66  0.90  -0.48  -0.187
F  -1.32  1.82  0.26  0.028
C  -1.18  -0.58  -0.28  -0.101
F  -2.37  -0.40  0.51  -0.008
H  0.40  0.95  2.10  0.263
H  1.07  -0.52  -1.47  0.118
H  1.54  -1.88  -0.22  0.177
H  -0.19  1.30  -1.47  0.177
H  -1.23  -1.17  -1.15  0.128

---

Record 3
Below is a molecular structure, C33H33N4PS2V in a non-equilibrium geometry, with properties calculated with wB97M-V/def2-TZVPD.

Results
LUMO (spin up / spin down)	-3.5509 / -2.6600	eV
total energy	-3577.97952	a.u.
⟨S²⟩	2.032
largest force on an atom	2.22	eV/A
HOMO-LUMO gap (spin up / spin down)	6.71 / 7.78	eV
multiplicity	3
relative energy (zero: lowest compared OMol25 entry of this formula, charge and spin)	0.000	eV
total charge	+1

Last column: Löwdin charge in e.
Geometry (Å):
V  0.40  -0.65  0.34  0.338
C  3.25  -1.32  1.18  -0.085
N  1.98  -2.00  0.85  -0.247
C  1.52  -2.76  2.06  -0.127
C  0.70  -1.87  2.98  -0.151
N  -0.51  -1.35  2.27  -0.240
C  -1.53  -2.41  2.28  -0.107
C  -1.01  -0.14  2.91  -0.283
C  -2.16  -0.10  3.69  -0.034
C  -2.57  1.08  4.28  -0.068
C  -1.83  2.24  4.13  -0.063
C  -0.68  2.22  3.36  -0.100
C  -0.28  1.04  2.73  -0.558
S  1.14  1.02  1.69  0.749
C  2.12  -2.93  -0.27  -0.283
C  3.33  -3.53  -0.60  -0.021
C  3.40  -4.44  -1.64  -0.067
C  2.26  -4.79  -2.35  -0.069
C  1.05  -4.19  -2.03  -0.099
C  0.98  -3.24  -1.02  -0.555
S  -0.55  -2.46  -0.67  0.758
H  4.02  -2.02  1.48  0.094
H  3.09  -0.62  1.99  0.044
H  3.60  -0.76  0.31  0.085
H  2.39  -3.13  2.61  0.141
H  0.94  -3.62  1.74  0.124
H  1.30  -1.03  3.32  0.101
H  0.39  -2.44  3.87  0.143
H  -1.80  -2.68  3.30  0.098
H  -1.16  -3.29  1.78  0.052
H  -2.41  -2.07  1.73  0.098
H  -2.76  -0.99  3.84  0.107
H  -3.48  1.09  4.87  0.112
H  -2.14  3.16  4.61  0.113
H  -0.08  3.11  3.23  0.109
H  4.23  -3.29  -0.06  0.108
H  4.36  -4.89  -1.89  0.111
H  2.31  -5.53  -3.14  0.112
H  0.15  -4.44  -2.58  0.109
N  -0.97  0.37  -2.33  -0.093
P  -0.88  1.02  -0.74  0.973
C  -2.55  1.71  -0.53  -0.327
C  -3.01  2.67  -1.43  -0.078
C  -4.21  3.32  -1.19  -0.060
C  -4.95  3.02  -0.05  -0.062
C  -4.50  2.04  0.83  -0.064
C  -3.30  1.39  0.60  -0.078
C  0.01  2.60  -1.06  -0.354
C  0.59  2.91  -2.29  -0.081
C  1.13  4.16  -2.50  -0.068
C  1.09  5.12  -1.50  -0.070
C  0.52  4.82  -0.28  -0.061
C  -0.02  3.56  -0.06  -0.119
C  0.17  -0.29  -2.73  -0.461
C  0.28  -0.93  -3.96  0.004
C  1.53  -1.38  -4.35  -0.034
C  2.63  -1.16  -3.53  -0.047
C  2.41  -0.59  -2.29  -0.111
N  1.20  -0.20  -1.86  0.016
H  -1.85  0.10  -2.73  0.126
H  -2.43  2.91  -2.31  0.112
H  -4.57  4.07  -1.88  0.112
H  -5.87  3.55  0.16  0.111
H  -5.09  1.79  1.70  0.110
H  -2.94  0.64  1.29  0.082
H  0.61  2.18  -3.09  0.097
H  1.59  4.39  -3.46  0.109
H  1.50  6.11  -1.69  0.109
H  0.49  5.56  0.51  0.111
H  -0.48  3.34  0.90  0.080
H  -0.59  -1.03  -4.59  0.123
H  1.65  -1.87  -5.31  0.121
H  3.62  -1.46  -3.83  0.115
H  3.24  -0.40  -1.62  0.109

---

Record 4
Below is a molecular structure, C2H4Cl2FeI2O12S in a non-equilibrium geometry, with properties calculated with wB97M-V/def2-TZVPD.

Results
LUMO (spin up / spin down)	1.7897 / -1.9912	eV
total energy	-4158.65086	a.u.
⟨S²⟩	8.764
largest force on an atom	5.06	eV/A
HOMO-LUMO gap (spin up / spin down)	8.34 / 4.54	eV
multiplicity	6
total charge	-1

Last column: Löwdin charge in e.
Geometry (Å):
Fe  0.87  1.14  0.74  0.315
I  1.69  1.82  -1.86  0.495
I  -1.52  2.01  1.84  -0.042
Cl  3.35  3.43  2.02  0.632
O  2.61  4.40  2.77  -0.348
O  4.42  3.05  2.83  -0.319
O  2.60  2.19  1.82  -0.467
O  3.80  4.12  0.82  -0.365
Cl  2.34  -1.58  1.98  0.600
O  3.66  -1.95  2.43  -0.305
O  1.55  -0.87  2.85  -0.332
O  2.39  -0.80  0.78  -0.448
O  1.59  -2.72  1.54  -0.355
C  -3.75  -0.76  -1.65  -0.160
C  -3.04  -1.21  -2.91  -0.192
O  -1.67  -1.33  -2.61  -0.224
S  -1.37  -1.83  -1.07  0.812
O  -0.31  -0.93  -0.55  -0.347
O  -1.20  -3.32  -1.04  -0.240
O  -2.86  -1.16  -0.59  -0.225
H  -4.76  -1.13  -1.48  0.130
H  -3.86  0.32  -1.62  0.127
H  -3.10  -0.69  -3.87  0.136
H  -3.43  -2.19  -3.17  0.121

---

Record 5
Below is a molecular structure, C3H12N5 in a non-equilibrium geometry, with properties calculated with wB97M-V/def2-TZVPD.

Results
LUMO (spin up / spin down)	-3.1428 / -3.1430	eV
total energy	-394.96369	a.u.
largest force on an atom	1.46	eV/A
HOMO-LUMO gap (spin up / spin down)	7.66 / 7.66	eV
relative energy (zero: lowest compared OMol25 entry of this formula, charge and spin)	3.897	eV
total charge	+1

Last column: Löwdin charge in e.
Geometry (Å):
C  1.17  0.70  -0.13  -0.272
C  -1.14  -2.16  0.54  0.020
C  -0.42  -0.89  0.82  -0.349
N  2.39  0.71  -0.77  0.093
N  -0.76  -0.18  1.90  0.215
N  -0.20  1.51  -1.28  -0.105
N  -1.42  1.00  -1.11  -0.071
N  0.61  -0.55  0.04  0.094
H  1.13  1.35  0.73  0.136
H  -0.57  -3.00  0.93  0.109
H  -1.27  -2.30  -0.53  0.100
H  -2.12  -2.16  1.01  0.099
H  2.89  1.59  -0.79  0.104
H  2.48  0.18  -1.63  0.101
H  -1.52  -0.49  2.49  0.135
H  -0.26  0.64  2.19  0.120
H  0.17  1.24  -2.20  0.130
H  -0.04  2.51  -1.11  0.144
H  -1.94  1.51  -0.40  0.025
H  0.80  -1.20  -0.71  0.172

---

Record 6
Below is a single C16H16F3NO4 molecule in a non-equilibrium geometry, with properties calculated with wB97M-V/def2-TZVPD.

Results
LUMO	-0.0225	eV
total energy	-1274.59624	a.u.
largest force on an atom	4.63	eV/A
HOMO-LUMO gap	8.92	eV
SMILES	CC1(C)CC(=O)C2=C(C1)N(Cc1ccco1)C(=O)[C@]2(O)C(F)(F)F
relative energy (zero: lowest compared OMol25 entry of this formula, charge and spin)	0.048	eV

Last column: Löwdin charge in e.
Geometry (Å):
C  3.66  0.68  2.59  -0.062
C  2.59  0.14  1.65  -0.538
C  1.46  -0.49  2.50  -0.019
C  3.27  -0.89  0.71  -0.050
C  2.29  -1.33  -0.38  -0.314
O  2.55  -2.39  -0.96  0.060
C  1.18  -0.45  -0.83  -0.008
C  1.03  0.80  -0.28  -0.088
C  1.99  1.28  0.78  -0.049
N  -0.06  1.45  -0.84  0.046
C  -0.52  2.79  -0.48  -0.021
C  -1.37  2.74  0.78  -0.218
C  -2.73  2.76  0.85  -0.031
C  -3.12  2.70  2.22  -0.065
C  -1.96  2.65  2.94  -0.104
O  -0.91  2.54  2.07  -0.005
C  -0.73  0.58  -1.69  -0.277
O  -1.77  0.95  -2.27  0.112
C  0.03  -0.75  -1.81  -0.236
O  0.65  -0.95  -3.08  0.073
C  -0.97  -1.87  -1.40  -0.430
F  -1.97  -2.04  -2.34  0.140
F  -1.57  -1.72  -0.16  0.127
F  -0.25  -3.03  -1.32  0.123
H  4.06  -0.13  3.22  0.091
H  4.51  1.05  1.97  0.088
H  3.34  1.51  3.26  0.099
H  0.75  -1.03  1.91  0.079
H  0.96  0.31  3.01  0.074
H  1.88  -1.20  3.26  0.105
H  4.13  -0.49  0.17  0.140
H  3.59  -1.74  1.31  0.135
H  1.40  1.92  1.46  0.112
H  2.80  1.90  0.34  0.146
H  0.37  3.40  -0.27  0.131
H  -1.11  3.24  -1.32  0.153
H  -3.44  2.74  0.03  0.118
H  -4.15  2.72  2.62  0.118
H  -1.83  2.61  4.03  0.128
H  1.12  -1.81  -3.07  0.119

---

Record 7
Below is a single C3H7N molecule in a non-equilibrium geometry, with properties calculated with wB97M-V/def2-TZVPD.

Results
LUMO	0.8913	eV
total energy	-173.12695	a.u.
largest force on an atom	4.58	eV/A
HOMO-LUMO gap	8.11	eV
SMILES	C/C=C\N
relative energy (zero: lowest compared OMol25 entry of this formula, charge and spin)	3.133	eV

Last column: Löwdin charge in e.
Geometry (Å):
C  -0.69  0.37  1.41  -0.137
C  -0.31  -0.70  0.33  -0.230
C  0.61  -0.72  -0.71  -0.225
N  1.08  0.44  -1.41  -0.009
H  -1.00  1.30  0.82  0.065
H  -1.74  0.03  1.75  0.071
H  0.02  0.37  2.29  0.077
H  -1.16  -1.43  -0.02  0.110
H  1.42  -1.51  -0.82  0.119
H  0.59  1.42  -1.27  0.131
H  1.18  0.43  -2.37  0.028

---

Record 8
Below is a molecular structure, C27H60IN7O10P in a non-equilibrium geometry, with properties calculated with wB97M-V/def2-TZVPD.

Results
LUMO (spin up / spin down)	0.4796 / 0.4789	eV
total energy	-2839.65860	a.u.
⟨S²⟩	0.754
largest force on an atom	1.44	eV/A
HOMO-LUMO gap (spin up / spin down)	8.38 / 9.29	eV
multiplicity	2

Last column: Löwdin charge in e.
Geometry (Å):
C  -0.58  2.91  -5.51  -0.020
C  0.32  1.84  -4.89  -0.464
C  1.05  1.14  -6.05  -0.037
C  1.40  2.49  -3.99  -0.181
C  1.52  1.92  -2.58  -0.782
I  2.69  0.12  -2.43  1.034
P  2.41  3.20  -1.59  0.344
O  1.86  4.53  -1.77  -0.235
O  2.39  2.71  -0.09  -0.120
O  3.96  3.10  -1.97  -0.202
C  0.14  1.79  -1.93  -0.178
C  -0.97  1.21  -2.84  -0.463
C  -2.14  2.18  -2.95  -0.022
C  -1.49  -0.06  -2.14  -0.041
N  -0.47  0.81  -4.17  -0.126
O  0.02  -0.38  -4.24  -0.063
H  -0.20  3.23  -6.47  0.079
H  -1.54  2.44  -5.71  0.083
H  -0.78  3.73  -4.84  0.075
H  0.35  0.57  -6.64  0.090
H  1.47  1.93  -6.67  0.081
H  1.88  0.54  -5.71  0.066
H  2.36  2.47  -4.48  0.090
H  1.17  3.54  -3.87  0.106
H  2.92  1.89  -0.04  0.048
H  4.02  2.97  -2.94  0.058
H  -0.15  2.79  -1.63  0.115
H  0.20  1.20  -1.03  0.100
H  -2.72  1.94  -3.83  0.085
H  -2.81  2.04  -2.11  0.080
H  -1.82  3.21  -2.99  0.078
H  -0.69  -0.70  -1.82  0.072
H  -2.03  0.26  -1.26  0.063
H  -2.19  -0.59  -2.78  0.095
C  7.44  0.77  1.25  -0.011
C  6.22  1.17  0.47  -0.544
O  5.17  0.55  0.55  0.007
N  6.31  2.26  -0.33  0.019
C  7.47  3.12  -0.55  -0.075
H  7.20  -0.11  1.84  0.081
H  8.27  0.53  0.58  0.083
H  7.75  1.57  1.93  0.084
H  5.46  2.49  -0.82  0.090
H  7.23  4.14  -0.26  0.084
H  7.74  3.11  -1.61  0.081
H  8.32  2.78  0.03  0.069
C  5.84  5.72  -3.98  0.006
C  4.62  5.39  -4.80  -0.517
O  3.82  4.53  -4.45  0.028
N  4.42  6.08  -5.95  0.015
C  5.24  7.13  -6.52  -0.071
H  5.85  5.09  -3.10  0.070
H  6.75  5.54  -4.56  0.088
H  5.82  6.77  -3.66  0.090
H  3.58  5.81  -6.44  0.142
H  4.66  8.05  -6.61  0.085
H  5.58  6.84  -7.51  0.084
H  6.10  7.33  -5.89  0.071
C  -0.76  -2.39  2.42  -0.012
C  -1.41  -1.22  1.75  -0.555
O  -2.02  -1.32  0.69  0.012
N  -1.30  -0.01  2.37  0.012
C  -0.63  0.29  3.62  -0.061
H  -0.94  -3.28  1.82  0.085
H  0.31  -2.24  2.52  0.096
H  -1.19  -2.53  3.42  0.051
H  -1.75  0.74  1.87  0.133
H  -1.35  0.70  4.33  0.084
H  0.16  1.02  3.45  0.082
H  -0.20  -0.61  4.05  0.067
C  0.28  -4.77  6.94  -0.008
C  -0.41  -4.26  5.69  -0.541
O  -0.56  -3.07  5.47  0.007
N  -0.87  -5.18  4.82  0.022
C  -0.84  -6.64  4.90  -0.058
H  0.58  -3.91  7.53  0.080
H  -0.40  -5.38  7.53  0.085
H  1.16  -5.35  6.68  0.084
H  -1.32  -4.78  4.01  0.117
H  -0.30  -7.03  4.03  0.086
H  -1.86  -7.01  4.88  0.052
H  -0.34  -6.97  5.81  0.074
C  -4.85  -1.23  2.43  -0.008
C  -5.96  -1.00  3.43  -0.550
O  -6.11  -1.72  4.41  0.024
N  -6.81  0.03  3.20  0.003
C  -6.79  0.98  2.10  -0.079
H  -4.26  -2.08  2.75  0.077
H  -5.26  -1.44  1.44  0.092
H  -4.20  -0.36  2.37  0.072
H  -7.53  0.13  3.90  0.136
H  -6.67  2.00  2.48  0.081
H  -7.73  0.93  1.54  0.081
H  -5.97  0.76  1.42  0.071
C  -4.88  -5.61  3.65  0.001
C  -4.89  -7.09  3.95  -0.537
O  -3.92  -7.66  4.44  0.016
N  -6.02  -7.78  3.67  0.008
C  -7.26  -7.28  3.11  -0.074
H  -3.91  -5.21  3.94  0.068
H  -5.04  -5.44  2.59  0.088
H  -5.65  -5.09  4.22  0.090
H  -5.96  -8.76  3.90  0.139
H  -8.08  -7.46  3.80  0.083
H  -7.47  -7.80  2.17  0.082
H  -7.19  -6.22  2.91  0.072